one) The following is a quantum chemistry calculation of 3 unconnected molecules or ions with the total composition C4H14N2O2, from OMol25.

Its HOMO energy (spin up / spin down) is 0.992 / -4.690 eV. Its spin multiplicity is 2. As for the HOMO-LUMO gap (spin up / spin down): 2.48 / 8.24 eV. The expectation value of S² is 0.75. As for the net charge: -1.

Atoms and positions in Å:
C (1.161, -0.864, -1.324)
C (0.092, 0.082, -2.161)
C (-0.166, 1.301, -1.321)
C (0.740, 2.286, -1.292)
N (0.365, 3.606, -0.949)
N (-1.486, 1.280, -0.717)
H (2.156, -0.628, -1.815)
H (0.867, -1.872, -1.686)
H (1.207, -0.822, -0.252)
H (-0.741, -0.595, -2.394)
H (0.502, 0.350, -3.193)
H (1.707, 2.206, -1.488)
H (1.168, 4.055, -0.456)
H (-0.510, 3.705, -0.498)
H (-1.609, 0.751, 0.072)
H (-2.257, 1.105, -1.315)
H (0.422, -5.055, 3.695)
H (-0.762, -6.026, 3.900)
O (0.196, -5.931, 4.023)
H (-0.574, 0.726, 2.536)
H (-1.370, 0.281, 3.751)
O (-1.110, 0.059, 2.886)

Mulliken atomic charge list, values in e, 6 entries:
1. C -1.550
2. C -0.527
3. C 0.664
4. C -1.061
5. N -0.481
6. N -1.158

***

two) The following is a quantum chemistry calculation of 2 unconnected molecules or ions with the total composition C4H14N2O2, from OMol25.

Its HOMO energy (spin up / spin down) is 1.066 / -5.520 eV. Its spin multiplicity is 2. As for the HOMO-LUMO gap (spin up / spin down): 2.66 / 9.34 eV. The expectation value of S² is 0.75. As for the net charge: -1.

Atoms and positions in Å:
N (-2.053, -0.882, 1.648)
C (-2.365, 0.472, 1.283)
C (-1.111, 1.295, 1.072)
N (-0.030, 0.657, 0.320)
C (-0.392, 0.520, -1.104)
C (0.878, 0.325, -1.937)
O (1.322, -1.026, -1.963)
H (-2.246, -1.252, 2.574)
H (-2.564, -1.548, 1.079)
H (-3.037, 0.998, 1.975)
H (-2.950, 0.535, 0.359)
H (-1.287, 2.264, 0.589)
H (-0.668, 1.646, 1.991)
H (-0.019, -0.308, 0.663)
H (-1.075, -0.317, -1.297)
H (-0.836, 1.455, -1.441)
H (0.647, 0.657, -2.953)
H (1.665, 0.875, -1.438)
H (0.629, -1.679, -1.793)
H (2.689, -0.975, 0.078)
H (3.820, -1.654, 0.744)
O (3.469, -0.765, 0.616)

Mulliken atomic charge list, values in e, 6 entries:
1. N -1.447
2. C -1.251
3. C -0.881
4. N -0.324
5. C -0.649
6. C -0.927

***

two) is favored, and the nearest alternative lies 0.918 eV above it.

***

one) The following is a quantum chemistry calculation of 13 unconnected molecules or ions with the total composition C52H143N13O13, from OMol25.

Its HOMO energy is -8.267 eV. As for the HOMO-LUMO gap: 8.65 eV.

Atoms and positions in Å:
C (-5.800, -0.056, -3.932)
C (-5.877, -1.461, -3.343)
C (-6.101, -1.476, -1.850)
O (-4.880, -1.110, -1.230)
C (-5.042, -0.950, 0.163)
N (-6.785, -2.284, -4.127)
H (-5.165, 0.544, -3.269)
H (-6.725, 0.524, -3.924)
H (-5.370, -0.054, -4.932)
H (-4.874, -1.898, -3.433)
H (-6.336, -2.504, -1.539)
H (-6.904, -0.806, -1.519)
H (-4.140, -0.491, 0.567)
H (-5.396, -1.830, 0.704)
H (-5.782, -0.168, 0.388)
H (-6.299, -2.686, -4.913)
H (-7.333, -2.992, -3.664)
C (-5.834, 0.459, 7.082)
C (-4.443, 1.013, 6.785)
C (-3.554, 1.270, 7.984)
O (-3.302, 0.087, 8.690)
C (-2.670, 0.329, 9.934)
N (-3.844, 0.014, 5.847)
H (-6.414, 0.839, 7.926)
H (-5.828, -0.617, 7.266)
H (-6.416, 0.686, 6.188)
H (-4.518, 1.841, 6.076)
H (-4.073, 2.000, 8.624)
H (-2.666, 1.842, 7.687)
H (-2.227, -0.550, 10.388)
H (-3.430, 0.807, 10.566)
H (-1.919, 1.119, 9.804)
H (-2.844, 0.193, 5.847)
H (-3.992, -0.916, 6.224)
C (-1.588, 4.003, -2.331)
C (-0.539, 4.580, -3.314)
C (-0.219, 6.043, -3.022)
O (-1.323, 6.876, -3.293)
C (-1.541, 7.088, -4.679)
N (0.667, 3.702, -3.089)
H (-1.205, 4.164, -1.328)
H (-1.670, 2.957, -2.625)
H (-2.579, 4.435, -2.475)
H (-0.685, 4.466, -4.391)
H (0.727, 6.414, -3.437)
H (-0.047, 6.073, -1.940)
H (-0.682, 7.486, -5.232)
H (-2.376, 7.766, -4.824)
H (-1.750, 6.111, -5.121)
H (1.468, 4.166, -3.512)
H (0.522, 2.875, -3.661)
C (3.175, -0.134, 5.612)
C (3.719, 0.218, 4.217)
C (3.711, -1.098, 3.392)
O (4.407, -2.172, 4.016)
C (5.800, -1.993, 4.073)
N (2.919, 1.299, 3.660)
H (3.167, 0.746, 6.261)
H (3.842, -0.822, 6.135)
H (2.187, -0.592, 5.624)
H (4.774, 0.502, 4.137)
H (4.263, -0.900, 2.462)
H (2.751, -1.555, 3.162)
H (6.306, -2.909, 4.376)
H (6.103, -1.338, 4.905)
H (6.222, -1.521, 3.183)
H (2.563, 1.972, 4.325)
H (3.484, 1.878, 3.046)
C (4.762, 0.240, -1.164)
C (5.946, -0.356, -1.869)
C (5.724, -1.838, -2.264)
O (5.374, -2.569, -1.096)
C (6.493, -2.954, -0.285)
N (6.233, 0.545, -2.991)
H (5.053, 1.228, -0.800)
H (4.506, -0.345, -0.274)
H (3.873, 0.328, -1.793)
H (6.787, -0.497, -1.182)
H (6.628, -2.236, -2.731)
H (4.874, -1.978, -2.936)
H (6.199, -3.806, 0.319)
H (6.783, -2.088, 0.312)
H (7.310, -3.216, -0.962)
H (5.425, 0.391, -3.587)
H (6.197, 1.486, -2.622)
C (2.304, -0.308, -3.429)
C (1.274, -0.652, -4.486)
C (0.877, 0.547, -5.335)
O (0.135, 1.538, -4.658)
C (-0.164, 2.716, -5.354)
N (1.655, -1.791, -5.314)
H (2.198, 0.723, -3.078)
H (3.336, -0.482, -3.738)
H (2.108, -0.868, -2.509)
H (0.299, -0.946, -4.084)
H (0.205, 0.168, -6.119)
H (1.760, 0.987, -5.825)
H (0.674, 3.420, -5.374)
H (-1.001, 3.163, -4.820)
H (-0.482, 2.562, -6.391)
H (2.607, -1.755, -5.656)
H (1.038, -1.968, -6.094)
C (4.036, 3.654, -2.441)
C (4.642, 3.513, -3.849)
C (4.034, 4.360, -4.961)
O (2.685, 3.985, -5.232)
C (2.176, 4.846, -6.215)
N (6.063, 3.998, -3.747)
H (3.015, 3.270, -2.425)
H (4.054, 4.656, -2.010)
H (4.608, 3.084, -1.710)
H (4.849, 2.473, -4.090)
H (4.654, 4.399, -5.862)
H (4.060, 5.405, -4.622)
H (1.150, 4.785, -6.586)
H (2.782, 4.821, -7.130)
H (2.204, 5.900, -5.898)
H (6.552, 3.830, -4.623)
H (6.054, 5.016, -3.695)
C (0.789, -5.311, -0.561)
C (0.779, -3.934, 0.142)
C (1.422, -3.989, 1.528)
O (0.895, -5.011, 2.354)
C (1.328, -4.899, 3.697)
N (1.406, -2.929, -0.717)
H (0.339, -5.132, -1.537)
H (0.137, -6.101, -0.181)
H (1.784, -5.743, -0.657)
H (-0.219, -3.545, 0.361)
H (1.282, -3.024, 2.038)
H (2.521, -4.067, 1.522)
H (1.023, -3.944, 4.132)
H (2.414, -5.006, 3.787)
H (0.923, -5.787, 4.183)
H (2.420, -3.030, -0.706)
H (1.256, -2.024, -0.273)
C (-5.921, 3.469, 0.661)
C (-5.345, 4.177, 1.868)
C (-3.826, 4.065, 1.926)
O (-3.431, 2.694, 1.851)
C (-2.452, 2.336, 2.791)
N (-5.825, 5.584, 1.873)
H (-5.430, 3.956, -0.191)
H (-7.006, 3.455, 0.584)
H (-5.643, 2.415, 0.601)
H (-5.909, 3.802, 2.730)
H (-3.379, 4.557, 2.790)
H (-3.439, 4.503, 0.997)
H (-1.521, 2.916, 2.781)
H (-2.108, 1.320, 2.598)
H (-2.847, 2.327, 3.813)
H (-5.253, 6.217, 2.425)
H (-5.655, 5.932, 0.927)
C (1.179, 4.564, 0.744)
C (2.698, 4.290, 0.751)
C (3.379, 4.996, 1.907)
O (4.777, 4.690, 1.938)
C (5.541, 5.172, 0.866)
N (2.954, 2.867, 0.706)
H (0.791, 4.538, 1.772)
H (0.635, 3.675, 0.410)
H (0.875, 5.458, 0.210)
H (3.004, 4.889, -0.121)
H (2.951, 4.684, 2.862)
H (3.381, 6.092, 1.853)
H (5.251, 4.818, -0.123)
H (6.602, 4.972, 1.003)
H (5.482, 6.270, 0.847)
H (3.962, 2.742, 0.676)
H (2.539, 2.519, -0.150)
C (-2.893, -4.267, -0.672)
C (-2.202, -3.760, -1.950)
C (-2.952, -4.221, -3.209)
O (-2.172, -4.110, -4.409)
C (-1.700, -2.777, -4.624)
N (-2.031, -2.311, -1.932)
H (-2.247, -4.219, 0.204)
H (-3.087, -5.339, -0.801)
H (-3.859, -3.800, -0.478)
H (-1.183, -4.126, -2.043)
H (-3.884, -3.690, -3.442)
H (-3.263, -5.268, -3.241)
H (-0.711, -2.709, -4.170)
H (-2.378, -2.039, -4.195)
H (-1.648, -2.699, -5.713)
H (-1.243, -2.149, -1.316)
H (-2.827, -1.752, -1.648)
C (0.452, 0.945, -1.025)
C (0.572, 0.523, 0.453)
C (-0.621, -0.334, 0.895)
O (-0.570, -0.499, 2.292)
C (-1.577, -1.386, 2.760)
N (1.824, -0.223, 0.697)
H (0.271, 0.054, -1.630)
H (1.416, 1.374, -1.300)
H (-0.332, 1.683, -1.181)
H (0.636, 1.437, 1.052)
H (-0.521, -1.302, 0.391)
H (-1.548, 0.135, 0.550)
H (-1.337, -2.392, 2.386)
H (-2.581, -1.216, 2.367)
H (-1.559, -1.517, 3.839)
H (1.700, -0.510, 1.671)
H (2.562, 0.463, 0.853)
C (-2.954, -9.711, 2.586)
C (-1.984, -9.012, 1.636)
C (-1.538, -7.685, 2.241)
O (-2.687, -6.883, 2.474)
C (-2.330, -5.569, 2.866)
N (-0.854, -9.922, 1.458)
H (-3.910, -9.184, 2.602)
H (-2.555, -9.925, 3.576)
H (-3.265, -10.691, 2.203)
H (-2.530, -8.845, 0.702)
H (-0.760, -7.194, 1.648)
H (-1.047, -7.876, 3.205)
H (-2.526, -5.517, 3.946)
H (-2.999, -4.885, 2.340)
H (-1.306, -5.200, 2.769)
H (-0.081, -9.495, 0.960)
H (-1.085, -10.775, 0.970)

Mulliken atomic charge list, values in e, 6 entries:
1. C -1.378
2. C 1.790
3. C -1.078
4. O 0.056
5. C -0.724
6. N -0.609

***

two) The following is a quantum chemistry calculation of 13 unconnected molecules or ions with the total composition C52H143N13O13, from OMol25.

Its HOMO energy is -8.264 eV. As for the HOMO-LUMO gap: 8.64 eV.

Atoms and positions in Å:
C (4.470, 1.641, -2.384)
C (4.853, 2.111, -0.894)
C (5.086, 0.936, -0.037)
O (3.893, 0.208, 0.126)
C (3.901, -0.593, 1.323)
N (6.088, 2.857, -1.104)
H (5.117, 0.794, -2.613)
H (4.515, 2.413, -3.152)
H (3.529, 1.094, -2.440)
H (4.035, 2.714, -0.500)
H (5.453, 1.313, 0.918)
H (5.908, 0.326, -0.411)
H (2.900, -0.568, 1.753)
H (4.463, -0.046, 2.081)
H (4.303, -1.595, 1.174)
H (5.848, 3.440, -1.894)
H (6.535, 3.383, -0.367)
C (-3.522, 0.180, -0.082)
C (-3.718, 0.806, -1.444)
C (-3.788, 2.324, -1.242)
O (-4.270, 3.010, -2.451)
C (-3.406, 4.068, -2.929)
N (-2.628, 0.512, -2.355)
H (-3.921, -0.822, 0.074)
H (-4.117, 0.711, 0.660)
H (-2.518, 0.284, 0.330)
H (-4.561, 0.344, -1.958)
H (-2.900, 2.743, -0.768)
H (-4.533, 2.591, -0.493)
H (-2.394, 3.780, -3.211)
H (-3.251, 4.788, -2.125)
H (-3.875, 4.701, -3.682)
H (-1.827, 1.036, -2.034)
H (-2.317, -0.449, -2.370)
C (1.355, 5.962, 0.289)
C (2.197, 6.097, -0.938)
C (1.572, 6.984, -1.939)
O (0.493, 6.257, -2.385)
C (-0.317, 6.820, -3.473)
N (3.489, 6.642, -0.567)
H (0.863, 6.841, 0.705)
H (1.868, 5.374, 1.050)
H (0.510, 5.300, 0.101)
H (2.444, 5.094, -1.287)
H (2.222, 7.209, -2.785)
H (1.187, 7.937, -1.577)
H (0.113, 6.332, -4.348)
H (-0.235, 7.887, -3.678)
H (-1.363, 6.518, -3.427)
H (4.253, 6.138, -0.993)
H (3.389, 7.634, -0.728)
C (-2.911, 4.061, 2.202)
C (-3.587, 3.580, 3.492)
C (-2.942, 4.293, 4.744)
O (-3.824, 4.025, 5.879)
C (-3.846, 2.562, 6.306)
N (-5.024, 3.937, 3.517)
H (-3.363, 3.651, 1.299)
H (-1.856, 3.786, 2.195)
H (-3.007, 5.147, 2.166)
H (-3.458, 2.498, 3.473)
H (-2.797, 5.371, 4.680)
H (-1.935, 3.934, 4.956)
H (-4.518, 1.913, 5.745)
H (-4.350, 2.520, 7.272)
H (-2.893, 2.071, 6.503)
H (-5.469, 3.741, 4.402)
H (-5.192, 4.930, 3.446)
C (7.116, -2.743, -2.321)
C (7.826, -1.883, -1.224)
C (7.705, -2.631, 0.138)
O (6.290, -3.009, 0.469)
C (6.299, -4.329, 0.993)
N (9.174, -1.634, -1.776)
H (7.556, -3.737, -2.400)
H (7.247, -2.297, -3.307)
H (6.051, -2.802, -2.097)
H (7.162, -1.023, -1.304)
H (8.054, -2.020, 0.970)
H (8.382, -3.485, 0.111)
H (5.317, -4.662, 1.332)
H (7.132, -4.518, 1.670)
H (6.511, -4.977, 0.143)
H (9.259, -1.275, -2.717)
H (9.844, -1.165, -1.183)
C (-2.532, 7.303, -0.709)
C (-2.280, 8.682, -0.078)
C (-1.873, 8.630, 1.352)
O (-1.376, 9.876, 1.916)
C (-2.451, 10.702, 2.531)
N (-1.318, 9.390, -0.870)
H (-3.530, 6.865, -0.678)
H (-1.717, 6.630, -0.444)
H (-2.489, 7.368, -1.797)
H (-3.230, 9.216, -0.054)
H (-1.119, 7.843, 1.337)
H (-2.693, 8.194, 1.923)
H (-2.662, 10.398, 3.556)
H (-3.420, 10.762, 2.036)
H (-2.103, 11.735, 2.518)
H (-0.625, 8.801, -1.309)
H (-0.843, 9.970, -0.192)
C (-3.962, -0.788, 3.829)
C (-2.536, -1.414, 3.805)
C (-1.285, -0.496, 4.116)
O (-1.084, 0.588, 3.145)
C (0.117, 1.353, 3.355)
N (-2.487, -2.422, 4.744)
H (-4.128, -0.327, 4.803)
H (-4.727, -1.466, 3.450)
H (-4.153, 0.018, 3.121)
H (-2.365, -1.781, 2.792)
H (-0.410, -1.136, 4.228)
H (-1.508, 0.025, 5.047)
H (0.039, 1.990, 4.236)
H (0.423, 1.938, 2.487)
H (1.008, 0.729, 3.419)
H (-1.873, -3.125, 4.359)
H (-3.389, -2.877, 4.723)
C (2.749, -3.611, 3.411)
C (1.691, -4.788, 3.500)
C (0.330, -4.100, 3.961)
O (-0.743, -4.978, 4.149)
C (-0.632, -5.854, 5.233)
N (1.578, -5.347, 2.187)
H (2.997, -3.184, 4.383)
H (2.332, -2.867, 2.733)
H (3.632, -4.063, 2.958)
H (1.948, -5.560, 4.226)
H (-0.108, -3.524, 3.146)
H (0.387, -3.397, 4.792)
H (0.169, -6.558, 5.004)
H (-1.511, -6.457, 5.463)
H (-0.179, -5.360, 6.093)
H (1.862, -4.752, 1.422)
H (0.668, -5.714, 1.946)
C (-4.517, -5.398, 5.393)
C (-4.527, -5.669, 3.873)
C (-5.944, -5.627, 3.211)
O (-6.978, -6.397, 3.872)
C (-6.848, -7.819, 3.546)
N (-3.825, -4.543, 3.238)
H (-4.859, -6.248, 5.984)
H (-4.994, -4.476, 5.727)
H (-3.466, -5.363, 5.680)
H (-3.954, -6.581, 3.707)
H (-5.774, -5.865, 2.161)
H (-6.338, -4.611, 3.178)
H (-7.470, -8.461, 4.169)
H (-5.831, -8.148, 3.763)
H (-7.040, -8.117, 2.515)
H (-3.843, -4.812, 2.265)
H (-2.854, -4.642, 3.499)
C (-0.593, -0.365, -7.163)
C (-0.925, -0.163, -5.658)
C (0.128, 0.895, -4.942)
O (0.020, 2.198, -5.499)
C (1.133, 3.035, -5.188)
N (-2.255, 0.391, -5.680)
H (0.481, -0.324, -7.347)
H (-0.958, 0.449, -7.789)
H (-1.037, -1.229, -7.658)
H (-0.824, -1.079, -5.075)
H (1.143, 0.500, -4.911)
H (-0.141, 0.929, -3.886)
H (0.959, 4.096, -5.367)
H (1.935, 2.917, -5.916)
H (1.651, 2.996, -4.230)
H (-2.619, 0.622, -4.766)
H (-2.053, 1.283, -6.109)
C (0.415, -2.377, -0.244)
C (0.007, -1.235, -1.061)
C (0.722, 0.188, -0.668)
O (0.045, 1.223, -1.401)
C (0.761, 2.458, -1.637)
N (0.069, -1.473, -2.480)
H (0.195, -2.076, 0.780)
H (1.495, -2.492, -0.344)
H (-0.156, -3.271, -0.491)
H (-1.064, -1.131, -0.888)
H (1.784, 0.194, -0.909)
H (0.681, 0.400, 0.401)
H (0.998, 2.915, -0.677)
H (0.170, 3.180, -2.200)
H (1.642, 2.184, -2.218)
H (0.962, -1.876, -2.726)
H (0.168, -0.569, -2.920)
C (-2.893, -3.307, -2.227)
C (-3.126, -4.620, -1.430)
C (-2.969, -4.274, 0.071)
O (-2.694, -5.402, 0.940)
C (-1.506, -6.084, 0.878)
N (-4.444, -5.151, -1.630)
H (-1.867, -2.962, -2.094)
H (-3.598, -2.510, -1.993)
H (-3.075, -3.377, -3.299)
H (-2.359, -5.383, -1.565)
H (-3.934, -3.926, 0.438)
H (-2.238, -3.506, 0.323)
H (-1.410, -6.838, 0.097)
H (-1.403, -6.601, 1.832)
H (-0.705, -5.360, 0.734)
H (-4.512, -5.673, -0.768)
H (-4.539, -5.769, -2.424)
C (3.586, -2.319, -3.742)
C (3.243, -3.365, -4.667)
C (4.078, -4.695, -4.665)
O (5.434, -4.336, -4.764)
C (6.287, -5.445, -5.028)
N (1.844, -3.638, -4.482)
H (4.630, -2.018, -3.830)
H (3.373, -2.529, -2.693)
H (2.953, -1.493, -4.066)
H (3.397, -2.838, -5.608)
H (3.804, -5.313, -5.520)
H (3.826, -5.249, -3.760)
H (6.265, -6.092, -4.152)
H (7.319, -5.119, -5.156)
H (6.018, -5.955, -5.953)
H (1.850, -4.466, -3.904)
H (1.555, -3.946, -5.399)

Mulliken atomic charge list, values in e, 6 entries:
1. C -1.091
2. C 1.198
3. C -1.132
4. O 0.092
5. C -0.436
6. N -0.702

***

one) is favored, and the nearest alternative lies 2.573 eV above it.